Entry 1:
{
  "formula": "CHI3O",
  "method": "ωB97M-V/def2-TZVPD",
  "species": ["C", "O", "I", "I", "I", "H"],
  "xyz": [[-1.344048, 0.327909, 0.220101], [-0.690935, 0.069812, 1.160015], [-1.774566, -1.304983, -1.205368], [2.617716, -1.050495, -0.421739], [-1.710694, 2.155559, -0.644060], [2.902529, -0.197804, 0.891052]],
  "forces_ev_per_a": [[1.24, -1.84, -0.48], [-0.69, 0.59, 0.13], [-0.21, 0.19, 0.36], [-0.07, -0.14, -0.24], [-0.32, 1.05, -0.01], [0.04, 0.15, 0.24]],
  "lowdin_charge": [-1.40, -0.12, 0.63, 0.40, 0.84, -0.35],
  "total_energy_ev": -27401.9205,
  "homo_ev": -9.656,
  "e_lumo_ev": -1.03,
  "e_above_lowest_kcal_mol": 12.5,
  "gap_ev": 8.6,
  "total_charge": 0
}

Entry 2:
{
  "formula": "CHI3S",
  "method": "ωB97M-V/def2-TZVPD",
  "species": ["C", "S", "I", "I", "I", "H"],
  "xyz": [[-0.299659, -0.068837, -0.270544], [1.559950, -0.193151, 0.588112], [-0.230121, 1.649988, -1.683674], [-1.844020, 0.022483, 1.094542], [-0.357888, -1.925798, -1.408170], [1.171738, 0.515313, 1.679732]],
  "forces_ev_per_a": [[3.05, -0.18, -0.62], [-2.65, 0.46, -0.42], [-0.18, -0.80, 0.77], [-0.36, 0.17, 0.46], [-0.09, 0.48, 0.15], [0.24, -0.14, -0.34]],
  "lowdin_charge": [-2.15, 0.40, 0.59, 0.72, 0.61, -0.17],
  "total_energy_ev": -36188.9459,
  "homo_ev": -9.308,
  "e_lumo_ev": -1.35,
  "e_above_lowest_kcal_mol": 20.4,
  "gap_ev": 8.0,
  "total_charge": 0
}

Entry 3:
{
  "formula": "CHI3S",
  "method": "ωB97M-V/def2-TZVPD",
  "species": ["C", "S", "I", "I", "I", "H"],
  "xyz": [[0.758550, 0.055073, -0.310215], [-1.430768, 0.632389, 0.904558], [1.065882, 2.022450, -1.162264], [2.062651, -0.799382, 0.944660], [-2.651142, -1.436354, 0.606229], [0.194828, -0.474175, -0.982966]],
  "forces_ev_per_a": [[-1.68, 3.63, 1.63], [1.60, -1.32, -1.13], [0.15, -1.10, 0.53], [0.36, -0.29, 0.27], [0.52, 0.72, 0.11], [-0.96, -1.64, -1.41]],
  "lowdin_charge": [-1.41, -0.21, 0.67, 0.85, 0.23, -0.13],
  "total_energy_ev": -36188.0067,
  "homo_ev": [-8.613, -8.613],
  "e_lumo_ev": [-1.68, -1.68],
  "e_above_lowest_kcal_mol": 42.0,
  "gap_ev": [6.9, 6.9],
  "total_charge": 0
}

Entry 4:
{
  "formula": "CHI3S",
  "method": "ωB97M-V/def2-TZVPD",
  "species": ["C", "S", "I", "I", "I", "H"],
  "xyz": [[-0.389753, -0.163647, -0.022385], [0.785929, 0.145615, 1.250563], [-2.249813, 0.909543, 0.792518], [0.018204, 0.870449, -1.990750], [2.684296, -0.707354, 0.115813], [-0.848864, -1.054606, -0.145758]],
  "forces_ev_per_a": [[-0.32, 4.97, -0.04], [-0.09, -0.30, -0.35], [0.97, -0.53, -0.24], [-0.29, -0.85, 1.08], [0.36, -0.20, 0.19], [-0.64, -3.09, -0.65]],
  "lowdin_charge": [-1.51, 0.06, 0.58, 0.57, 0.40, -0.10],
  "total_energy_ev": -36189.6281,
  "homo_ev": -9.182,
  "e_lumo_ev": -1.06,
  "e_above_lowest_kcal_mol": 4.6,
  "gap_ev": 8.1,
  "total_charge": 0
}

Entry 5:
{
  "formula": "CHINOS",
  "method": "ωB97M-V/def2-TZVPD",
  "species": ["C", "N", "O", "S", "I", "H"],
  "xyz": [[1.995842, 0.639405, 0.145533], [1.014976, -0.061786, 0.632157], [2.516978, 1.682379, 0.001518], [2.220565, -1.087837, -0.050964], [-2.060585, -0.054889, 0.031405], [-0.441947, -0.054066, 0.472378]],
  "forces_ev_per_a": [[-1.69, -0.96, 1.23], [-1.39, 1.89, 0.85], [0.97, 2.15, -0.56], [1.81, -3.06, -1.29], [-1.70, -0.02, -0.33], [1.99, 0.00, 0.10]],
  "lowdin_charge": [-0.99, -0.39, 0.02, 0.63, 0.12, -0.38],
  "total_energy_ev": -23527.2397,
  "homo_ev": -3.613,
  "e_lumo_ev": 3.34,
  "e_above_lowest_kcal_mol": 27.9,
  "gap_ev": 6.9,
  "total_charge": -1
}

Entry 6:
{
  "formula": "CHIS2",
  "method": "ωB97M-V/def2-TZVPD",
  "species": ["I", "C", "S", "S", "H"],
  "xyz": [[2.066932, -1.054318, -0.010637], [0.010883, -0.390534, 0.101246], [-0.438111, 0.948995, 1.053996], [-0.756100, 1.426274, -0.902734], [-0.883606, -0.930416, -0.241873]],
  "forces_ev_per_a": [[-1.55, 0.34, -0.17], [-0.62, 1.43, -1.35], [0.10, 0.36, 1.46], [0.94, -1.41, -0.03], [1.13, -0.71, 0.09]],
  "lowdin_charge": [0.73, -1.26, 0.30, 0.25, -0.02],
  "smiles": "IC1SS1",
  "total_energy_ev": -30822.2961,
  "homo_ev": -8.388,
  "e_lumo_ev": -0.88,
  "e_above_lowest_kcal_mol": 39.6,
  "gap_ev": 7.5,
  "total_charge": 0
}